DFT (wB97M-V/def2-TZVPD) results for C18H22BrN3O4 in the gas phase.

```
! RIJCOSX wB97M-V def2-TZVPD def2/J DEFGRID3
* xyz 0 1
C -1.68746 -5.41677 -0.44732
C -1.69590 -4.01143 0.12203
H -2.42307 -3.37558 -0.39534
H -1.94426 -4.01248 1.18922
O -0.39324 -3.44920 -0.04651
C -0.21135 -2.21699 0.45034
O -1.08523 -1.58904 1.02560
C 1.12384 -1.71594 0.22838
C 1.61103 -0.46093 0.58572
N 0.81775 0.44672 1.25523
C 0.91992 1.80845 1.33011
O 1.86234 2.44160 0.91120
C -0.24117 2.45575 2.06402
H -0.13895 3.53448 1.93897
H -0.11560 2.22003 3.12415
C -1.65568 2.04044 1.64445
N -2.04587 2.61193 0.36870
C -1.34773 2.01725 -0.75875
H -0.27468 2.16489 -0.63713
C -1.78542 2.70842 -2.05006
H -1.32019 2.23352 -2.91544
O -3.17649 2.61754 -2.24571
C -3.85499 3.19002 -1.15392
C -3.48036 2.50008 0.15676
H -4.00033 2.98881 0.98369
H -3.79807 1.44286 0.11242
H -4.92107 3.07606 -1.35824
H -3.60676 4.25944 -1.07967
H -1.48400 3.76553 -2.00637
H -1.55592 0.93363 -0.83142
H -2.34642 2.43954 2.39312
H -1.77083 0.94176 1.64692
H -0.07274 0.03070 1.52314
C 2.97259 -0.41525 0.16354
C 3.98934 0.54080 0.24992
C 5.21911 0.20863 -0.26347
C 5.48888 -1.02896 -0.86044
C 4.50248 -1.98081 -0.95620
C 3.24482 -1.67461 -0.44079
N 2.12302 -2.43366 -0.39309
H 2.01113 -3.37340 -0.73280
H 4.69547 -2.93826 -1.41467
H 6.47769 -1.22634 -1.24439
Br 6.63821 1.47660 -0.16192
H 3.79687 1.50756 0.68574
H -0.95851 -6.03017 0.07571
H -2.67167 -5.86076 -0.33246
H -1.43049 -5.39249 -1.50300
*
```

Calculated values
E_LUMO   0.1 eV
HOMO   -7.99 eV
Strongest force on any atom   0.9 eV Å⁻¹
E   -3738.393319 a.u.
Gap between HOMO and LUMO   8.1 eV
ΔE to the lowest compared entry with this formula, charge and spin   2.00 kJ/mol

natural (NBO) atomic charge list, values in e, 5 entries: C -0.62; C -0.07; H 0.19; H 0.19; O -0.51

=====

DFT (wB97M-V/def2-TZVPD) results for 7 unconnected molecules or ions with the total composition C43H34Br2O27S.

```
! RIJCOSX wB97M-V def2-TZVPD def2/J DEFGRID3
* xyz 0 1
C -3.47858 -2.08547 4.32283
C -2.10180 -2.09697 3.71290
Br -1.77829 -3.57359 2.58517
C -1.17751 -1.16166 3.91891
Br 0.52728 -1.24592 3.09236
C -1.38164 0.00059 4.83474
C -0.66402 -0.12486 6.19655
C -1.29426 0.87165 7.15398
O -1.02165 2.23094 6.73303
S -1.56244 2.63150 5.29047
O -0.98062 3.89150 4.96469
O -2.99242 2.51498 5.29178
C -0.90925 1.34850 4.24610
H -3.45152 -2.44139 5.35408
H -3.89298 -1.07622 4.32478
H -4.15680 -2.70062 3.73924
H -2.44145 0.13778 5.05098
H -0.71417 -1.13572 6.60112
H 0.38156 0.15568 6.05013
H -2.37340 0.72541 7.23264
H -0.86694 0.77195 8.15004
H 0.17586 1.42852 4.30473
H -1.27097 1.52909 3.23588
C 2.32998 4.37466 5.51846
C 2.38986 5.49807 6.24791
C 2.30357 5.48421 7.75721
O 2.38592 6.55786 8.32362
C 2.13322 4.21214 8.43234
C 2.07117 3.09381 7.70002
C 2.17196 3.11022 6.19403
O 2.10372 2.02902 5.62803
O 1.92354 1.87889 8.21722
O 2.52681 6.70616 5.72591
H 2.38116 4.37631 4.43927
H 2.06263 4.21024 9.51067
H 1.93464 1.26718 7.45439
H 2.53900 7.32869 6.48004
C -3.65805 -2.97542 -2.75577
C -2.97270 -2.86877 -1.60706
C -2.69781 -1.52883 -0.96002
O -2.09293 -1.53711 0.09753
C -3.17555 -0.32886 -1.61216
C -3.86577 -0.43851 -2.75631
C -4.15544 -1.77703 -3.39659
O -4.80276 -1.76117 -4.42820
O -4.35289 0.59588 -3.42414
O -2.49227 -3.91165 -0.94931
H -3.86267 -3.92748 -3.22452
H -2.96766 0.62467 -1.14753
H -4.80602 0.22237 -4.20698
H -2.06296 -3.57243 -0.13797
C 2.55094 -5.39396 -0.07561
C 3.68085 -5.07791 -0.72429
C 3.92608 -3.69883 -1.29615
O 4.99447 -3.52194 -1.85266
C 2.89434 -2.69317 -1.14621
C 1.76617 -3.00910 -0.49662
C 1.52410 -4.38469 0.08173
O 0.45990 -4.56684 0.64543
O 0.78160 -2.13659 -0.30980
O 4.67660 -5.92823 -0.92581
H 2.36720 -6.37788 0.33206
H 3.06125 -1.71078 -1.56424
H 0.09024 -2.57398 0.22601
H 5.36027 -5.42735 -1.41516
C 4.51492 1.62350 -4.12342
C 4.49431 2.90040 -4.52547
C 3.49236 3.89618 -3.99306
O 3.57272 5.03634 -4.41415
C 2.50504 3.44712 -3.03158
C 2.51896 2.16796 -2.63302
C 3.53966 1.18044 -3.15178
O 3.47652 0.04231 -2.71834
O 1.65367 1.66360 -1.76391
O 5.33544 3.41567 -5.41734
H 5.22290 0.90085 -4.49374
H 1.78324 4.16424 -2.66732
H 1.88432 0.72112 -1.65087
H 5.09007 4.36044 -5.49275
C 4.70540 -1.41451 -8.04707
C 4.91192 -2.00169 -9.23509
C 5.37766 -1.22747 -10.44923
O 5.54667 -1.86582 -11.47190
C 5.59092 0.19962 -10.32573
C 5.38342 0.78652 -9.13839
C 4.93215 0.00798 -7.92429
O 4.78257 0.65198 -6.90030
O 5.55462 2.08008 -8.91259
O 4.73234 -3.29364 -9.45778
H 4.37289 -1.95941 -7.17472
H 5.91512 0.74626 -11.19973
H 5.35271 2.22331 -7.96423
H 4.95926 -3.43996 -10.39836
C -7.34427 0.79478 -0.22833
C -6.35079 0.20613 0.45171
C -6.45862 -1.20708 0.97915
O -5.48238 -1.64749 1.56359
C -7.68578 -1.94036 0.76069
C -8.68287 -1.35085 0.08423
C -8.56771 0.05531 -0.46257
O -9.52777 0.48400 -1.07537
O -9.84332 -1.93347 -0.16960
O -5.19167 0.78758 0.71579
H -7.27266 1.80237 -0.61268
H -7.75876 -2.94571 1.15051
H -10.36855 -1.28178 -0.67660
H -4.66633 0.12563 1.20971
*
```

Calculated values
E_LUMO   -1.6 eV
HOMO   -9.26 eV
Strongest force on any atom   0.9 eV Å⁻¹
E   -9236.656059 a.u.
Gap between HOMO and LUMO   7.6 eV
ΔE to the lowest compared entry with this formula, charge and spin   0.00 kJ/mol

Mulliken atomic charge list, values in e, 5 entries: C -1.60; C 0.70; Br -0.10; C -0.60; Br -0.11

=====

DFT (wB97M-V/def2-TZVPD) results for a gas-phase ion, C5H12NO (charge +1) at a distorted geometry.

```
! RIJCOSX wB97M-V def2-TZVPD def2/J DEFGRID3
* xyz 1 1
C 1.32916 -1.30108 1.08082
C 0.75904 0.03877 0.75192
C 0.59574 0.35652 -0.71435
C -0.70051 -0.15453 -1.39233
C -1.54148 1.02650 -1.92061
O -1.78051 1.90521 -1.13785
N -0.54025 0.29116 1.51402
H 0.83061 -2.13649 0.58223
H 1.32928 -1.55462 2.14631
H 2.37930 -1.33053 0.79349
H 1.36271 0.83999 1.19364
H 1.48224 0.11692 -1.30691
H 0.67273 1.44102 -0.86337
H -1.32731 -0.60364 -0.62460
H -0.44142 -0.84412 -2.19203
H -1.85344 0.89783 -2.96740
H -1.22460 -0.46053 1.36031
H -1.00864 1.15272 1.19822
H -0.32265 0.31893 2.49849
*
```

Calculated values
E_LUMO   -3.5 eV
HOMO   -13.95 eV
Strongest force on any atom   2.0 eV Å⁻¹
E   -327.441133 a.u.
Gap between HOMO and LUMO   10.5 eV
ΔE to the lowest compared entry with this formula, charge and spin   48.44 kJ/mol

natural (NBO) atomic charge list, values in e, 5 entries: C -0.65; C -0.03; C -0.45; C -0.51; C 0.46